Computed, not measured: a single C3H3FS molecule at a distorted geometry, with ωB97M-V/def2-TZVPD.

```
8
Properties=species:S:1:pos:R:3:forces:R:3
C 1.222529 -0.270921 0.078454 0.9 -0.8 0.3
C 0.214002 0.521115 0.021001 -4.0 0.9 -1.6
F 0.321137 1.870366 -0.061125 -0.7 -1.0 1.1
C -1.155277 -0.202377 -0.077866 -0.2 2.1 -0.3
S -2.605618 0.573643 0.055616 1.6 -1.0 -0.1
H 2.093819 -0.002460 0.576455 2.0 0.3 -0.1
H 0.982471 -1.173207 -0.406509 0.4 -1.7 0.6
H -1.073066 -1.316162 -0.186023 0.0 1.2 0.1
```
Forces are in eV/Å.

## Properties
E_LUMO (eV): -0.90
Gap between HOMO and LUMO (eV): 8.16
2S+1: 1
E_HOMO (eV): -9.06
Energy relative to the best compared isomer or geometry (same formula, charge and spin) (kcal/mol): 21.91

Computed, not measured: a single C3H3FS molecule at a distorted geometry, with ωB97M-V/def2-TZVPD.

```
8
Properties=species:S:1:pos:R:3:forces:R:3
C -0.134769 -1.079772 1.568569 1.4 3.6 -1.1
C -0.497513 -0.740418 0.301479 2.1 1.0 2.0
F -0.887627 -1.762967 -0.447549 -1.3 -0.4 -0.9
C -0.294135 0.505937 -0.521412 1.0 -1.4 -0.6
S 0.889667 1.615259 -0.417493 -0.9 -0.4 0.5
H 0.583317 -0.455571 2.226882 -1.9 -0.8 -1.2
H -0.461390 -2.008552 1.878038 -0.2 -1.9 0.8
H -0.809444 0.372196 -1.488907 -0.2 0.4 0.5
```
Forces are in eV/Å.

## Properties
E_LUMO (eV): -1.16
Gap between HOMO and LUMO (eV): 8.02
2S+1: 1
E_HOMO (eV): -9.18
Energy relative to the best compared isomer or geometry (same formula, charge and spin) (kcal/mol): 14.48

Computed, not measured: C3H3FS2 as an isolated structure at a distorted geometry, with ωB97M-V/def2-TZVPD.

```
9
Properties=species:S:1:pos:R:3:forces:R:3
C -0.103653 0.688719 0.130391 0.8 -1.8 1.2
C 1.068816 -0.377999 0.063216 -0.2 0.4 0.2
C -1.180930 -0.332109 -0.216112 -0.6 -0.1 0.2
H -0.192764 1.108903 1.156966 -0.1 0.2 -0.8
H 1.419094 -0.645354 1.068349 0.0 0.1 -0.3
H 1.918162 -0.172013 -0.602599 -0.5 0.1 0.2
F -0.041514 1.613483 -0.832681 0.3 1.1 -0.5
S -0.105871 -1.637946 -0.543599 0.3 -0.3 -0.1
S -2.781336 -0.245683 -0.223930 0.0 0.2 -0.1
```
Forces are in eV/Å.

## Properties
E_LUMO (eV): -0.41
Gap between HOMO and LUMO (eV): 8.50
2S+1: 1
E_HOMO (eV): -8.91
Energy relative to the best compared isomer or geometry (same formula, charge and spin) (kcal/mol): 1.78

Computed, not measured: a single C3H3FS2 molecule at a distorted geometry, with ωB97M-V/def2-TZVPD.

```
9
Properties=species:S:1:pos:R:3:forces:R:3
F 1.733352 0.948644 2.174919 0.4 0.4 0.9
C 0.675652 1.541552 1.613568 0.2 -0.3 -0.8
C 0.062386 0.871562 0.665733 -1.3 0.0 -1.6
S 0.597662 -0.764507 0.156855 -0.5 1.0 0.4
C -0.482130 -1.197645 -1.136345 0.7 0.7 0.7
S -1.642748 -0.334942 -1.843381 0.0 -0.3 -0.1
H 0.462526 2.576032 1.854293 0.2 -0.2 0.4
H -0.754832 1.374080 0.079702 0.8 -0.9 0.7
H -0.121946 -2.189551 -1.381595 -0.5 -0.3 -0.6
```
Forces are in eV/Å.

## Properties
E_LUMO (eV): -0.43
Gap between HOMO and LUMO (eV): 8.58
2S+1: 1
E_HOMO (eV): -9.01
Energy relative to the best compared isomer or geometry (same formula, charge and spin) (kcal/mol): 11.26